C5H9NOS as an isolated structure in a non-equilibrium geometry. Source: the Open Molecules 2025 dataset; level of theory: ωB97M-V/def2-TZVPD.

Each line ends with the Löwdin charge.
Cartesian coordinates (Å):
C -1.078802 -1.976511 -0.058231  -0.13
C 0.426885 -0.331998 1.448820  -0.02
C -0.636089 0.291803 -0.670949  -0.90
C 0.122223 1.595256 -0.492166  -0.20
C 1.558929 1.506892 -0.781166  -0.29
H -2.075981 -2.065805 -0.150687  0.01
H -0.528407 -2.570013 -0.867967  0.12
H -1.020273 -2.659256 0.830928  0.09
H 1.381755 0.074916 0.858164  0.07
H -0.153892 0.789215 2.129235  0.17
H 0.416996 -1.453171 2.279526  0.18
H -0.188348 2.169345 0.546815  0.17
H -0.467986 2.061805 -1.257754  0.06
H 1.789863 1.612901 -1.934692  0.16
N -0.433627 -0.675373 0.154505  -0.24
O 2.619652 1.534227 -0.185854  0.04
S -1.732898 0.095767 -1.848526  0.71

Forces on the atoms, in the same order (eV/Å):
C 4.484 -2.322 1.274
C -1.464 0.028 0.355
C -0.169 0.581 -0.238
C -2.440 0.982 3.245
C 3.260 1.646 -4.111
H -3.531 0.973 -1.259
H -0.957 1.095 0.784
H 0.976 0.944 -0.168
H -1.488 -1.350 2.828
H 1.799 -3.893 -2.066
H 0.434 4.011 -2.991
H 1.035 -1.664 -2.378
H 0.843 1.383 -0.610
H -1.129 -0.624 1.319
N 1.053 -1.873 4.454
O -1.798 -0.427 1.328
S -0.909 0.510 -1.767

For the molecular weight, the calculation gives 131.20 u. The calculation puts the relative energy (zero: lowest compared OMol25 entry of this formula, charge and spin) at 547.2 kJ/mol. The total energy comes out at -723.9114 Ha.

One molecule with the formula C5H9NS in a non-equilibrium geometry. Source: the Open Molecules 2025 dataset; level of theory: ωB97M-V/def2-TZVPD.

Each line ends with the Löwdin charge.
Cartesian coordinates (Å):
N 1.572954 -1.292575 -0.071256  0.03
C 0.919736 -0.006782 -0.344820  -0.44
C 0.166958 0.636064 0.790577  -0.25
C -0.910224 -0.513109 1.198654  -0.39
S -1.576305 -1.032056 -0.408484  0.86
C -0.381083 0.111978 -1.142115  -0.53
C -0.638242 1.360088 -0.320750  -0.21
H 0.895609 -2.018137 0.387417  0.09
H 1.938103 -1.632091 -0.960819  0.07
H 1.711230 0.663671 -0.763653  0.16
H 0.709634 1.349302 1.483181  0.15
H -1.726617 -0.023660 1.728531  0.07
H -0.398987 -1.336912 1.653777  0.05
H -0.445278 -0.068906 -2.234090  0.11
H -1.705277 1.535285 -0.168341  0.09
H -0.132215 2.267843 -0.827810  0.14

Forces on the atoms, in the same order (eV/Å):
N -1.333 -0.740 0.678
C 1.722 -1.463 -0.183
C -1.208 0.810 0.112
C 0.935 2.219 -0.078
S 0.329 -0.585 -0.012
C -0.412 -0.982 -1.253
C 0.165 2.033 -1.573
H 1.674 1.770 -1.684
H -0.198 -0.418 0.469
H -0.742 -0.315 0.271
H -0.820 -1.532 -0.113
H 0.280 -0.510 0.601
H -0.229 -0.257 0.850
H 0.242 0.815 0.523
H 0.219 0.402 0.188
H -0.623 -1.248 1.204

The SMILES is N[C@@H]1[C@@H]2CS[C@H]1C2. For the molecular weight, the calculation gives 115.20 u. The calculation puts the relative energy (zero: lowest compared OMol25 entry of this formula, charge and spin) at 140.9 kJ/mol. The total energy comes out at -648.7995 Ha.

One molecule with the formula C5H9NS in a non-equilibrium geometry. Source: the Open Molecules 2025 dataset; level of theory: ωB97M-V/def2-TZVPD.

Each line ends with the Löwdin charge.
Cartesian coordinates (Å):
C -1.445434 0.402533 1.850599  -0.09
C -0.788438 0.574785 0.463371  -0.24
N 0.155034 -0.534949 0.250303  -0.09
C 1.530483 -0.507788 0.155460  -0.18
C 0.830985 -0.976929 -1.047243  -0.31
C 0.680634 -0.040921 -2.187747  -0.66
S 0.275943 -0.523769 -3.689349  0.66
H -2.343816 1.044569 1.811849  0.07
H -0.798901 0.759156 2.621360  0.06
H -1.775824 -0.631120 1.992973  0.08
H -1.544884 0.505212 -0.320639  0.11
H -0.340252 1.577540 0.455131  0.11
H 2.081586 -1.229764 0.833189  0.13
H 1.964582 0.540746 0.164753  0.13
H 0.614133 -2.022740 -1.370228  0.13
H 0.904169 1.063438 -1.983782  0.09

Forces on the atoms, in the same order (eV/Å):
C -1.014 0.261 -1.587
C 0.391 -0.590 0.302
N -1.482 -1.123 -0.667
C 2.513 1.038 2.129
C -1.949 0.473 -0.827
C 0.505 0.835 -0.174
S 0.145 0.335 0.728
H 0.276 -0.210 0.381
H 0.411 -0.040 0.660
H 0.241 0.219 0.129
H 0.047 0.098 0.056
H 0.221 -0.117 -0.376
H -0.465 0.824 -1.011
H -0.011 -1.283 -0.372
H 0.588 0.791 0.783
H -0.418 -1.511 -0.155

The SMILES is CCN1C[C@@H]1C=S. For the molecular weight, the calculation gives 115.20 u. The calculation puts the relative energy (zero: lowest compared OMol25 entry of this formula, charge and spin) at 229.0 kJ/mol. The total energy comes out at -648.7659 Ha.

no.,LUMO energy (Eh),frontier orbital gap (eV)
1,0.011,8.66
2,0.032,9.36
3,-0.009,8.48